# C33H17F15GeN6PdS2

A molecular structure, C33H17F15GeN6PdS2 in a non-equilibrium geometry (wB97M-V/def2-TZVPD, the OMol25 dataset).

Last column: Löwdin spin population.
Cartesian coordinates (Å):
Pd -1.2285 0.1400 0.9895  1.2656
C -5.6553 -3.7175 0.1247  0.0002
C -4.8866 -3.2773 1.3104  0.0008
N -4.8195 -3.8800 2.4433  0.0026
N -3.9817 -3.1108 3.1962  0.0091
C -3.4997 -2.0343 2.5517  0.0253
S -2.4516 -0.8936 3.1682  0.1624
N -4.1129 -2.1274 1.3259  0.0028
N -3.9591 -1.2212 0.3060  -0.0009
H -6.1765 -4.6394 0.3661  0.0000
H -4.9820 -3.8987 -0.7146  0.0000
H -6.3817 -2.9614 -0.1752  0.0000
H -3.7513 -3.3759 4.1365  0.0020
H -3.5384 -1.6546 -0.5065  0.0001
H -4.8372 -0.7729 0.0803  0.0002
C -2.2755 1.2180 -2.0667  0.0140
N -2.2350 1.4146 -0.6368  0.1245
C -2.8772 2.4034 -0.1107  0.0059
C -2.6986 2.7191 1.2481  0.0050
C -3.3136 3.6662 2.0841  0.0006
C -2.7505 3.4941 3.3397  0.0039
C -1.8164 2.4507 3.2169  0.0072
N -1.7728 1.9987 1.9642  0.0767
C -1.1217 1.9158 -2.7758  0.0009
C -1.1907 2.1333 -4.1469  0.0004
C -0.1509 2.7642 -4.8126  0.0002
C 0.9659 3.1964 -4.1140  -0.0001
C 1.0392 2.9879 -2.7444  0.0003
C 0.0020 2.3502 -2.0796  0.0012
H -3.2143 1.5978 -2.4902  0.0035
H -2.2127 0.1461 -2.2751  0.0016
H -3.5450 3.0119 -0.7257  0.0037
H -4.0639 4.3817 1.7848  0.0002
H -2.9781 4.0352 4.2439  0.0009
H -1.1854 2.0438 3.9945  0.0005
H -2.0596 1.7984 -4.7026  0.0001
H -0.2171 2.9176 -5.8823  0.0000
H 1.7771 3.6921 -4.6315  0.0000
H 1.9049 3.3313 -2.1922  0.0000
H 0.0564 2.1849 -1.0100  0.0016
F 3.4177 -0.9005 2.9476  0.0001
C 3.5345 -2.0413 2.2533  0.0004
C 2.7849 -2.2517 1.1110  0.0026
C 2.9745 -3.4656 0.4673  0.0008
F 2.2743 -3.7140 -0.6522  0.0019
C 3.8593 -4.4264 0.9140  0.0000
F 4.0045 -5.5803 0.2631  0.0000
C 4.6015 -4.1743 2.0560  0.0000
F 5.4674 -5.0756 2.5044  0.0000
C 4.4387 -2.9769 2.7289  0.0001
F 5.1502 -2.7292 3.8284  0.0000
Ge 1.4295 -1.0362 0.2603  0.0294
S -0.4707 -2.0260 0.3800  0.1958
C 2.1621 -0.8850 -1.5968  -0.0003
C 1.3053 -0.7372 -2.6726  0.0005
F -0.0163 -0.7688 -2.4545  0.0024
C 1.7534 -0.5949 -3.9730  0.0000
F 0.8972 -0.4399 -4.9818  0.0000
C 3.1139 -0.6244 -4.2202  0.0000
F 3.5608 -0.4907 -5.4630  0.0000
C 4.0018 -0.7996 -3.1715  0.0000
F 5.3114 -0.8488 -3.4162  0.0000
C 3.5173 -0.9161 -1.8820  -0.0002
F 4.4092 -1.0320 -0.8894  0.0000
C 1.8455 0.7405 1.1287  0.0192
C 1.4543 0.9386 2.4462  0.0064
F 0.6734 0.0196 3.0344  0.0103
C 1.9070 1.9854 3.2220  -0.0002
F 1.4977 2.1235 4.4810  -0.0001
C 2.8180 2.8759 2.6816  0.0023
F 3.2940 3.8715 3.4123  0.0008
C 3.2336 2.7164 1.3718  0.0004
F 4.1174 3.5612 0.8450  0.0001
C 2.7336 1.6727 0.6126  0.0033
F 3.1388 1.6016 -0.6580  0.0006

Results
HOMO-LUMO gap (spin up / spin down), eV: 7.7 / 5.4
Expectation value of S²: 2.009
Energy relative to the best compared isomer or geometry (same formula, charge and spin), kcal per mole: 22.0
Strongest force on any atom, eV Å⁻¹: 1.87
Multiplicity: 3
Net charge: 0